1.
ORCA calculation (ωB97M-V/def2-TZVPD) on a 13-piece molecular cluster, C34H65Br24O5P overall.

gap between HOMO and LUMO: 9.5 eV
E_tot: -63828.24295 hartree
LUMO: 0.0007 Eh
energy above the lowest of the compared OMol25 structures with the same formula, charge and spin: 107.01 kcal/mol

Last column: Mulliken charge in e.
Positions of all 129 atoms, in Å:
Br (-4.60368, 2.19999, 3.92648)  -0.146
Br (-2.76898, -2.17098, -2.59160)  -0.179
Br (0.98680, -2.24101, 6.81708)  -0.135
Br (-1.32095, 4.59212, 6.32662)  -0.109
Br (-0.27923, -0.04759, 9.50207)  -0.136
Br (-1.58270, 0.96579, 2.20501)  -0.092
Br (7.03685, -0.72890, -9.89034)  -0.153
Br (0.83885, 1.60294, 6.15161)  -0.082
Br (1.98299, -3.79625, -8.15134)  -0.137
Br (-2.64790, 8.67956, 10.79244)  -0.138
Br (4.68040, 4.97436, -2.81138)  -0.136
Br (3.28686, 7.17215, 6.57342)  -0.151
Br (-3.77584, 0.87656, -0.77959)  -0.157
Br (3.76346, -0.58372, -8.52672)  -0.070
Br (8.15578, 3.99638, -3.57772)  -0.141
Br (-4.60277, 3.56393, -4.41766)  -0.124
Br (-6.80388, -3.32707, -4.06167)  -0.122
Br (3.58605, -0.03943, -1.61812)  -0.176
Br (-0.18098, 8.16687, 7.35827)  -0.074
Br (8.42766, -3.22032, -7.54801)  -0.144
Br (5.53129, 1.00223, -4.57765)  -0.131
Br (-3.59609, 0.50479, -6.22611)  -0.120
Br (-7.81144, -0.27270, -2.24895)  -0.117
Br (-3.65858, 11.36571, 8.47036)  -0.125
P (-1.34926, -6.68662, 0.56080)  0.967
O (-0.03855, -3.62500, -1.70240)  -0.262
O (-2.43187, -6.81169, 1.68470)  -0.802
O (-1.09697, -8.25457, -0.04490)  -0.424
O (1.22184, -2.70570, -3.43963)  -0.478
O (-0.01670, -5.88561, 1.22934)  -0.154
C (-5.19382, 1.60430, -6.42510)  -0.367
C (-4.36870, -1.07491, -2.78909)  -0.291
C (-4.13047, 8.74413, 9.52731)  -0.579
C (1.16016, -6.70106, 1.44319)  -0.347
C (2.13114, -2.30062, -6.91051)  -0.381
C (-8.40288, -2.22968, -4.25810)  -0.557
C (-2.93066, 3.11883, 3.52804)  -0.348
C (-4.87032, 3.07235, -6.28530)  -0.576
C (0.96625, 3.29317, 5.18877)  -0.515
C (7.40339, 4.74735, -1.94446)  -0.568
C (-0.17673, -8.29798, -1.17659)  -0.052
C (2.07227, -0.97856, -7.63749)  -0.649
C (-2.12010, -5.47815, -0.72393)  -0.596
C (2.97469, 0.48306, -3.39353)  -0.545
C (0.60790, 4.45932, 6.07788)  -0.470
C (7.42933, -0.57018, -7.98726)  -0.407
C (-0.77630, -3.10821, -0.55925)  0.537
C (2.54235, 7.91574, 8.21460)  -0.566
C (-2.03739, -3.99760, -0.09190)  -1.116
C (-8.08047, -0.76161, -4.11744)  -0.313
C (8.70528, -1.29197, -7.62891)  -0.590
C (-2.40514, 2.73265, 2.16726)  -0.620
C (-4.04515, 0.39143, -2.64865)  -0.367
C (-0.11750, -1.98933, 9.44956)  -0.552
C (0.60369, -9.73834, -1.06062)  -1.044
C (3.89304, -0.04675, -4.46658)  -0.216
C (-3.72685, 9.43079, 8.24497)  -0.109
C (0.97812, -2.90948, 1.75673)  -0.480
C (0.20586, -2.74718, 0.69776)  -0.764
C (1.15194, -2.41426, 8.75218)  -0.588
C (1.17206, 7.35096, 8.50009)  -0.401
C (6.03555, 4.17543, -1.65928)  -0.537
C (2.37008, -6.03851, 0.57380)  -0.559
C (0.93774, -2.69421, -2.18262)  0.375
H (1.04046, -7.82973, 1.29843)  0.236
H (2.00799, 3.35962, 4.86895)  0.427
H (3.42976, 0.04769, -5.45018)  -0.139
H (-1.92317, -4.13994, 1.06123)  0.489
H (0.86289, 7.58841, 9.51994)  0.381
H (-1.60731, 3.41075, 1.85649)  0.338
H (-4.38885, 7.70012, 9.33977)  0.333
H (1.10846, 6.27290, 8.34783)  0.101
H (1.65850, -9.70921, -1.52295)  0.295
H (-5.91840, 1.24952, -5.69079)  0.071
H (2.92953, -5.24596, 1.22324)  0.265
H (2.54786, 9.00082, 8.10390)  0.367
H (1.94774, -5.42680, -0.32546)  -0.022
H (-4.96155, 9.23376, 10.03644)  0.388
H (-9.12605, -2.58556, -3.52318)  0.396
H (-7.18051, -0.46344, -4.65730)  -0.007
H (5.72173, 4.41779, -0.64210)  0.352
H (7.53076, 0.50209, -7.80699)  0.346
H (-0.07913, -10.54141, -1.52944)  0.314
H (-8.77461, -2.44711, -5.26163)  0.339
H (-3.14529, 0.68928, -3.18777)  0.441
H (-4.74026, -1.29269, -3.79220)  0.065
H (9.51471, -1.11662, -8.33866)  0.383
H (-3.17633, 2.70981, 1.39608)  0.342
H (1.92406, -0.15815, -6.93245)  0.347
H (-0.10403, -2.30139, 10.49596)  0.327
H (-5.56446, 1.38675, -7.42903)  0.402
H (-1.20883, -2.06717, -0.89420)  0.611
H (0.57457, -7.41962, -1.16958)  0.127
H (1.35049, -3.47359, 8.92618)  0.338
H (1.53509, -1.94068, -1.54326)  0.195
H (-3.96971, 3.36907, -6.82426)  0.396
H (6.55626, -0.94279, -7.44975)  0.179
H (8.10662, 4.47290, -1.15539)  0.341
H (1.97865, 0.04549, -3.49060)  0.300
H (-3.02124, -3.39224, -0.21399)  0.404
H (9.03785, -1.01095, -6.62776)  0.343
H (-8.92002, -0.14940, -4.45266)  0.409
H (1.27948, -2.40658, -6.23508)  0.220
H (-5.09176, -1.43089, -2.05462)  0.437
H (1.59526, -2.95498, 2.73331)  0.367
H (5.97996, 3.09550, -1.80469)  0.297
H (-4.88353, 1.00484, -2.98341)  0.088
H (1.29479, -0.93983, -8.40151)  0.446
H (4.18971, -1.08437, -4.30762)  0.439
H (-1.67182, -5.59531, -1.77387)  0.331
H (2.89010, 1.57082, -3.39434)  0.464
H (-5.70900, 3.68470, -6.62215)  0.342
H (-2.74877, 9.11827, 7.87618)  -0.146
H (3.24619, 7.63145, 8.99960)  0.373
H (-0.69928, -8.31174, -2.20042)  0.318
H (-4.47432, 9.26192, 7.46691)  0.341
H (-2.23940, 2.88744, 4.33974)  0.018
H (3.05451, -2.44366, -6.34765)  0.309
H (-1.02115, -2.37180, 8.97317)  0.370
H (1.05393, 4.39881, 7.07139)  0.344
H (0.63498, -9.98590, 0.07901)  0.275
H (0.89943, 5.40249, 5.61076)  0.274
H (-3.23910, -5.78517, -0.81048)  0.379
H (0.32565, 3.20700, 4.30975)  0.172
H (3.16487, -6.80090, 0.24849)  0.288
H (-3.17697, 4.18197, 3.55816)  0.421
H (7.40292, 5.83169, -2.06273)  0.378
H (1.47373, -6.55341, 2.55878)  0.279
H (2.02452, -1.83178, 9.05054)  0.358

Cartesian forces (eV/Å) of the 6 atoms listed first:
0.116 -0.002 0.032
-0.664 0.309 -0.932
0.052 0.080 0.093
0.100 0.001 0.227
-0.052 -0.105 -0.070
-0.012 0.035 0.013


2.
ORCA calculation (ωB97M-V/def2-TZVPD) on an isolated ion of composition C3H7N4O and charge +1.

gap between HOMO and LUMO: 9.4 eV
SMILES: [NH3+][C@]1(O)N=CC=NN1
total charge: +1
E_tot: -412.45478 hartree
LUMO: -0.1676 Eh
energy above the lowest of the compared OMol25 structures with the same formula, charge and spin: 57.92 kcal/mol

Last column: Mulliken charge in e.
Positions of all 15 atoms, in Å:
O (-0.22912, 1.65098, -1.39042)  -0.477
N (1.15086, -1.40622, -0.51064)  -0.544
N (0.24708, 1.26335, 1.01202)  -0.429
N (1.08713, -0.13873, -0.75739)  0.062
N (-1.23121, -0.15854, -0.31742)  -0.434
C (-1.16173, -1.34194, 0.11128)  0.055
C (-0.14961, 0.62050, -0.52361)  0.445
C (0.12701, -1.92577, 0.10792)  -0.353
H (0.24066, -2.92319, 0.52205)  0.438
H (0.66795, 2.23229, 1.00674)  0.337
H (-2.09560, -1.85881, 0.29546)  0.446
H (-0.40035, 1.12576, 1.84622)  0.358
H (-1.01353, 2.14870, -1.04942)  0.396
H (0.97123, 0.50014, 1.09561)  0.398
H (1.78923, 0.21148, -1.44840)  0.300

Cartesian forces (eV/Å) of the 6 atoms listed first:
-0.982 0.377 1.356
-0.380 -1.260 1.456
0.567 -0.723 1.424
-0.322 2.275 -2.390
-2.526 2.477 -0.489
0.875 -0.112 -0.171


3.
ORCA calculation (ωB97M-V/def2-TZVPD) on an isolated molecule of C21H21NO7S.

gap between HOMO and LUMO: 8.2 eV
SMILES: CCOc1ccc(OC(=O)[C@@H](CCS(C)(=O)=O)N2C(=O)c3ccccc3C2=O)cc1
E_tot: -1792.49907 hartree
LUMO: -0.0101 Eh
energy above the lowest of the compared OMol25 structures with the same formula, charge and spin: 0.00 kcal/mol

Last column: Mulliken charge in e.
Positions of all 51 atoms, in Å:
S (4.85855, 1.36094, 0.29801)  1.168
O (-0.36705, 2.80065, -0.66067)  -0.593
O (1.75146, 0.38325, 1.55770)  -0.711
O (6.24284, 1.65028, 0.03845)  -0.696
O (2.30898, -0.75573, -2.81056)  -0.697
O (4.46187, -0.02221, 0.20719)  -0.510
O (-5.95967, 0.29146, 0.54053)  -0.394
O (-0.58726, 0.55323, -0.71814)  -0.056
N (1.92597, 0.09348, -0.71497)  0.947
C (2.51346, -2.10866, -0.79134)  0.295
C (-3.84168, 1.20403, 0.88569)  -0.817
C (-2.73830, -0.35906, -1.10729)  -1.108
C (3.90180, 2.39351, -0.86972)  -1.135
C (2.26226, -0.91026, -1.61674)  0.365
C (4.45871, 1.96128, 1.95981)  -1.017
C (2.33767, -1.75721, 0.55021)  0.435
C (1.55866, 1.42014, -1.13439)  -0.313
C (2.88531, -3.38631, -1.15175)  -0.720
C (3.07382, -4.31614, -0.13365)  -0.485
C (1.98281, -0.32369, 0.60536)  0.040
C (-6.84917, -0.57997, -0.13266)  -0.270
C (-8.22977, -0.38662, 0.47439)  -1.434
C (2.52937, -2.67566, 1.55921)  -0.661
C (2.89868, -3.96746, 1.19595)  -0.559
C (-1.94784, 0.53274, -0.40194)  -0.063
C (-2.49742, 1.31520, 0.60415)  -0.054
C (-4.65468, 0.31457, 0.17834)  0.774
C (0.08417, 1.69702, -0.79537)  0.165
C (2.43099, 2.52726, -0.53187)  -0.756
C (-4.08702, -0.47169, -0.82114)  -0.048
H (3.02929, -3.64844, -2.18834)  0.511
H (-4.29282, 1.80225, 1.66074)  0.399
H (5.23171, 1.57435, 2.61198)  0.401
H (3.36764, -5.32478, -0.38380)  0.409
H (-6.86926, -0.34237, -1.20515)  0.370
H (-8.94457, -1.04054, -0.01668)  0.416
H (4.48127, 3.04281, 1.95025)  0.343
H (-4.68101, -1.17238, -1.38542)  0.373
H (3.49082, 1.57248, 2.25094)  0.331
H (3.05770, -4.70955, 1.96436)  0.418
H (4.06613, 1.94430, -1.84698)  0.444
H (-2.29034, -0.96356, -1.88043)  0.421
H (-8.54670, 0.64534, 0.35284)  0.329
H (2.40090, -2.39698, 2.59347)  0.509
H (-1.87939, 2.00247, 1.15815)  0.469
H (2.04200, 3.47354, -0.91512)  0.573
H (4.41647, 3.34955, -0.82900)  0.437
H (-8.20370, -0.61774, 1.53558)  0.329
H (1.64926, 1.42227, -2.23106)  0.675
H (2.28915, 2.53017, 0.54903)  0.388
H (-6.52209, -1.62155, -0.00814)  0.363

Cartesian forces (eV/Å) of the 6 atoms listed first:
0.430 0.288 0.063
-0.010 -0.122 -0.021
-0.168 -0.059 0.067
0.141 0.325 0.016
0.051 -0.126 -0.051
0.025 0.065 0.105


4.
ORCA calculation (ωB97M-V/def2-TZVPD) on C29H28BiBrN2OS3 as an isolated structure.

gap between HOMO and LUMO: 6.9 eV
E_tot: -5289.88496 hartree
LUMO: -0.0297 Eh

Last column: Mulliken charge in e.
Positions of all 65 atoms, in Å:
Bi (-0.85869, 0.04150, -0.68974)  1.209
Br (-1.47365, 6.15927, -4.69864)  -0.214
S (0.93341, 1.10038, -2.15879)  -0.402
S (-1.27165, -0.51119, -3.21377)  -0.563
S (0.38618, 1.12050, -5.07001)  -0.199
O (-2.51451, 1.37045, -1.20967)  -0.910
N (-1.70959, 0.73027, 2.27670)  -0.352
N (-0.48227, 2.25521, 0.35866)  0.236
C (-0.91851, 0.75410, 4.94240)  -0.750
C (-2.03134, 0.06683, 4.55173)  -0.665
C (0.44752, -2.62758, 2.52716)  -2.510
C (0.14495, -3.16740, -1.23667)  0.991
C (-3.00394, 2.65242, -3.11143)  -0.397
C (1.62061, 2.95523, 3.36000)  -1.036
C (-0.61811, 1.44527, 2.64261)  0.269
C (1.83434, -1.86704, 0.57791)  1.338
C (0.01955, 0.58758, -3.58065)  0.233
C (2.18382, -1.93613, -0.77411)  0.918
C (-0.53742, 3.31627, -0.36208)  -0.176
C (1.32725, -2.56304, -1.68872)  1.369
C (0.68632, -2.51962, 1.03864)  1.280
C (-1.78333, 4.66149, -3.57580)  -0.153
C (-0.73780, -3.92837, -2.19624)  -2.138
C (-1.26353, 3.39592, -1.59684)  0.113
C (-2.25302, 2.43410, -1.94246)  0.430
C (3.50445, -1.37599, -1.23886)  -2.180
C (2.68886, -1.06877, 1.53652)  -2.577
C (-0.16918, 1.47859, 3.98823)  1.217
C (1.68548, -2.56604, -3.15448)  -2.795
C (0.97014, 2.24067, 4.32400)  -0.817
C (-2.38459, 0.07947, 3.18938)  -0.448
C (-1.05147, 4.50702, -2.43016)  -0.723
C (1.15879, 2.97031, 2.03257)  -0.108
C (0.05719, 2.23938, 1.65411)  -0.244
C (-1.51254, -3.68159, 0.58981)  -2.474
C (-2.77087, 3.73746, -3.92170)  -0.374
C (-0.18886, -3.11784, 0.12509)  1.172
H (1.39682, -2.71353, 3.05361)  0.486
H (-0.28264, 5.22515, -2.17304)  0.462
H (1.69319, 3.55570, 1.29478)  0.521
H (-2.63184, -0.48395, 5.26223)  0.400
H (0.80150, -2.65378, -3.77765)  0.559
H (-0.14741, -4.36938, -2.99542)  0.487
H (-3.33663, 3.86937, -4.83374)  0.413
H (-0.07691, 4.24598, -0.01337)  0.461
H (-1.26016, -4.73863, -1.69120)  0.480
H (-3.25371, -0.46925, 2.83955)  0.485
H (-0.13647, -3.51356, 2.76663)  0.560
H (2.36191, -3.39319, -3.39206)  0.424
H (-0.07713, -1.75669, 2.92787)  0.367
H (-1.81723, -3.24319, 1.53814)  0.447
H (-3.75088, 1.91451, -3.36919)  0.443
H (-1.48042, -3.27251, -2.65652)  0.250
H (1.30920, 2.26380, 5.35220)  0.409
H (-0.60387, 0.76002, 5.97901)  0.427
H (3.09330, -0.18813, 1.03828)  0.519
H (2.49925, 3.53272, 3.61585)  0.411
H (-2.29319, -3.46355, -0.13978)  0.481
H (2.10471, -0.72121, 2.38808)  0.410
H (4.24361, -1.39692, -0.44023)  0.476
H (2.17936, -1.63573, -3.43013)  0.499
H (3.89849, -1.95840, -2.06875)  0.482
H (-1.46947, -4.76664, 0.71749)  0.390
H (3.52930, -1.65424, 1.92045)  0.416
H (3.39334, -0.34388, -1.57776)  0.267

Cartesian forces (eV/Å) of the 6 atoms listed first:
-0.307 0.236 -0.520
0.004 -0.036 0.011
-0.025 -0.095 -0.045
-0.054 -0.179 -0.185
0.064 0.020 -0.056
0.277 0.001 0.249


5.
ORCA calculation (ωB97M-V/def2-TZVPD) on an isolated ion of composition CH2ClO2S and charge -1.

gap between HOMO and LUMO: 8.4 eV
SMILES: C=[S@](=O)([O-])Cl
total charge: -1
E_tot: -1048.18577 hartree
LUMO: 0.1431 Eh
energy above the lowest of the compared OMol25 structures with the same formula, charge and spin: 0.00 kcal/mol

Last column: Mulliken charge in e.
Positions of all 7 atoms, in Å:
Cl (-1.72373, -1.68422, 0.03957)  -0.542
S (-0.46399, 0.42477, 0.01161)  0.820
O (-0.95107, 1.08020, -1.17883)  -0.551
O (-0.91410, 0.96320, 1.27289)  -0.547
C (1.17237, 0.09323, -0.02125)  -0.657
H (1.44048, -0.36974, -0.95970)  0.238
H (1.44005, -0.50744, 0.83572)  0.239

Cartesian forces (eV/Å) of the 6 atoms listed first:
0.331 0.610 -0.114
0.901 0.885 0.282
-0.115 -0.700 -0.046
-0.081 -0.545 -0.059
-1.225 -0.321 -0.072
0.082 0.041 -0.264


Among the records above, which one has the highest LUMO? CH2ClO2S


LUMO of number 3 (C21H21NO7S)? -0.0101 Eh


E_tot of number 3 (C21H21NO7S)? -1792.49907 hartree


Among the records above, which one has the highest E_tot? C3H7N4O